Density functional theory data (ωB97M-V/def2-TZVPD) for C46H62BrN5OPRuSb2 as an isolated structure.

Properties
2S+1   6
Highest occupied orbital energy (alpha / beta)   -12.10 / -12.17 eV
<S²>   8.7850
Total charge   +2
Lowest unoccupied orbital energy (alpha / beta)   -5.16 / -7.87 eV
HOMO-LUMO gap (alpha / beta)   0.2548 / 0.1579 hartree

Each line ends with the Mulliken spin population.
CARTESIAN COORDINATES (ANGSTROEM)
Ru 1.121 -0.031 0.741  1.825
Br -1.632 0.592 1.074  0.128
C -1.761 -0.660 2.516  -0.014
C -2.951 -0.713 3.173  -0.006
C -3.121 -1.657 4.211  -0.002
C -2.106 -2.509 4.525  0.002
C -0.867 -2.461 3.836  -0.006
C 0.172 -3.366 4.165  0.015
C 1.358 -3.331 3.494  0.006
C 1.562 -2.366 2.483  -0.165
C 0.604 -1.447 2.142  0.079
C -0.656 -1.506 2.807  0.031
H -3.761 -0.050 2.902  -0.003
H -4.062 -1.702 4.740  0.000
H -2.232 -3.245 5.309  0.000
H 0.000 -4.091 4.951  0.000
H 2.146 -4.031 3.739  0.000
H 2.527 -2.354 1.980  0.004
C -0.619 4.748 -1.566  0.009
Sb -2.082 3.191 -1.488  0.123
C -3.619 4.304 -0.537  0.002
C -2.810 3.635 -3.581  0.092
C -3.930 2.808 -3.931  0.214
C -5.245 3.298 -3.730  -0.045
C -6.328 2.577 -4.121  0.113
C -6.160 1.306 -4.749  0.109
C -4.917 0.787 -4.940  -0.024
C -3.761 1.482 -4.513  0.171
C -2.468 0.854 -4.639  0.059
Sb -2.176 -0.711 -3.007  0.110
C -3.213 -2.220 -4.092  -0.002
C -0.251 -1.221 -3.774  0.018
H -0.994 5.645 -1.075  -0.001
H -0.369 4.985 -2.599  0.002
H 0.286 4.410 -1.065  -0.002
H -3.680 5.313 -0.943  0.002
H -3.363 4.364 0.522  0.001
H -4.583 3.808 -0.627  0.000
H -1.903 3.480 -4.151  0.009
H -3.061 4.691 -3.495  0.015
H -5.369 4.282 -3.297  -0.001
H -7.325 2.973 -3.988  0.002
H -7.033 0.760 -5.078  0.003
H -4.794 -0.173 -5.422  -0.002
H -1.605 1.501 -4.555  0.009
H -2.391 0.196 -5.502  0.014
H -2.911 -2.230 -5.139  0.001
H -4.290 -2.096 -4.013  0.001
H -2.952 -3.181 -3.647  0.002
H -0.276 -1.298 -4.860  -0.001
H 0.026 -2.193 -3.361  -0.002
H 0.492 -0.486 -3.471  -0.003
O 0.812 1.599 -1.827  0.329
N 1.313 0.940 -1.020  0.697
C 4.983 3.225 3.194  0.002
C 3.977 2.594 2.220  0.052
C 3.701 3.583 1.075  0.006
C 4.625 1.351 1.578  -0.023
P 2.358 2.151 3.020  -0.141
N 1.540 1.260 1.935  1.015
C 1.288 3.658 3.282  0.036
C 2.025 4.835 3.935  0.001
C 0.094 3.266 4.172  -0.001
C 0.687 4.125 1.942  0.015
C 2.590 1.179 4.588  0.030
C 3.069 2.031 5.772  0.003
C 3.632 0.080 4.317  0.009
C 1.273 0.481 4.991  0.021
H 5.835 3.580 2.611  0.000
H 5.365 2.506 3.915  0.001
H 4.585 4.081 3.736  0.002
H 4.631 3.706 0.518  -0.001
H 3.401 4.568 1.425  0.000
H 2.948 3.206 0.380  -0.016
H 5.376 1.698 0.867  0.002
H 3.906 0.741 1.026  0.034
H 5.132 0.721 2.302  -0.002
H 2.505 4.573 4.876  0.000
H 1.291 5.614 4.154  -0.001
H 2.774 5.275 3.279  0.000
H 0.377 3.124 5.212  -0.001
H -0.416 2.370 3.816  -0.003
H -0.618 4.092 4.144  0.001
H 1.405 4.627 1.300  0.004
H -0.102 4.843 2.173  -0.001
H 0.242 3.291 1.397  -0.007
H 4.010 2.547 5.588  0.000
H 3.226 1.354 6.615  0.000
H 2.325 2.758 6.088  0.001
H 4.644 0.475 4.266  0.002
H 3.424 -0.487 3.408  -0.002
H 3.597 -0.621 5.151  0.001
H 0.648 1.118 5.609  0.004
H 1.533 -0.395 5.586  0.001
H 0.690 0.134 4.143  -0.014
N 1.244 -5.652 -3.964  0.000
C 0.654 -6.745 -4.572  0.002
C 1.125 -7.661 -5.513  -0.001
C 0.240 -8.643 -5.898  0.002
C -1.066 -8.720 -5.372  0.000
C -1.520 -7.812 -4.445  0.001
C -0.636 -6.806 -4.042  0.001
N -0.830 -5.774 -3.137  0.003
C 0.302 -5.125 -3.124  -0.001
C 0.514 -3.939 -2.286  0.001
C 1.709 -3.230 -2.237  0.006
C 1.794 -2.109 -1.433  -0.008
N 0.779 -1.685 -0.673  0.047
C -0.370 -2.381 -0.702  0.027
C -0.545 -3.490 -1.497  -0.015
H 2.170 -5.306 -4.140  0.000
H 2.125 -7.609 -5.921  0.000
H 0.555 -9.380 -6.624  0.000
H -1.719 -9.514 -5.708  0.000
H -2.518 -7.865 -4.035  0.000
H 2.575 -3.516 -2.817  0.003
H 2.701 -1.516 -1.405  -0.008
H -1.163 -2.017 -0.061  -0.008
H -1.483 -4.026 -1.506  -0.001

Atoms 1-2, force components in eV/Å:
-0.41 -0.42 0.21
0.02 -0.03 -0.09

Density functional theory data (ωB97M-V/def2-TZVPD) for C50H108F6N13O14PS6 as an isolated structure at a distorted geometry.

Properties
2S+1   1
Highest occupied orbital energy   -14.31 eV
Total charge   +4
Lowest unoccupied orbital energy   -5.17 eV
HOMO-LUMO gap   0.3361 hartree

Each line ends with the Löwdin charge.
CARTESIAN COORDINATES (ANGSTROEM)
C 1.057 2.486 5.462  -0.079
C -0.411 2.274 5.806  -0.276
C -1.076 3.237 6.795  -0.244
C -1.473 4.571 6.222  -0.217
P -2.616 4.659 4.684  1.025
C -3.163 6.410 4.599  -0.235
C -3.376 7.272 5.903  -0.241
C -4.444 6.775 6.837  -0.319
C -4.734 7.647 8.013  -0.099
C -1.777 4.203 3.138  -0.270
C -0.434 4.930 2.770  -0.211
C -0.033 4.538 1.303  -0.229
C 1.375 5.145 0.936  -0.102
C -3.972 3.546 4.984  -0.271
C -5.245 3.528 4.043  -0.214
C -6.272 2.477 4.288  -0.286
C -6.857 2.355 5.655  -0.098
H 1.655 2.560 6.376  0.087
H 1.190 3.395 4.933  0.031
H 1.312 1.580 4.861  0.099
H -0.532 1.323 6.264  0.098
H -0.983 2.190 4.869  0.079
H -0.453 3.265 7.672  0.116
H -1.989 2.704 7.195  0.127
H -0.541 5.105 5.916  0.116
H -2.068 5.089 6.933  0.061
H -4.116 6.398 4.124  0.074
H -2.447 6.935 3.933  0.100
H -3.639 8.331 5.615  0.141
H -2.395 7.368 6.358  0.101
H -4.197 5.773 7.169  0.089
H -5.351 6.821 6.215  0.124
H -5.646 7.123 8.391  0.099
H -5.045 8.662 7.701  0.092
H -3.911 7.751 8.712  0.081
H -2.537 4.398 2.351  0.109
H -1.626 3.123 3.245  0.085
H 0.272 4.561 3.505  0.077
H -0.516 5.988 2.778  0.093
H -0.809 4.965 0.599  0.128
H 0.042 3.495 1.150  0.079
H 1.356 6.239 0.840  0.068
H 1.686 4.769 -0.049  0.070
H 2.080 5.050 1.778  0.072
H -4.284 3.902 5.968  0.077
H -3.449 2.556 5.123  0.120
H -4.912 3.417 3.005  0.110
H -5.627 4.552 4.160  0.110
H -5.852 1.536 4.037  0.101
H -7.016 2.617 3.526  0.115
H -6.192 2.575 6.494  0.069
H -7.434 1.456 5.815  0.076
H -7.620 3.172 5.791  0.096
C 9.317 8.046 -2.555  -0.049
C 10.408 8.140 -1.481  -0.147
N 10.320 9.343 -0.644  -0.029
C 9.984 9.285 0.727  0.009
C 9.916 10.537 1.228  0.021
N 10.340 11.362 0.168  -0.062
C 10.595 10.631 -0.898  -0.020
C 10.520 12.895 0.235  0.076
H 9.515 8.755 -3.328  0.064
H 8.285 8.327 -2.280  0.095
H 9.371 7.084 -3.029  0.079
H 11.411 8.078 -1.868  0.132
H 10.344 7.332 -0.801  0.108
H 9.798 8.335 1.168  0.130
H 9.607 10.991 2.155  0.140
H 10.944 11.006 -1.825  0.167
H 10.829 13.228 1.229  0.106
H 9.595 13.374 -0.008  0.091
H 11.286 13.065 -0.492  0.088
C -8.239 -2.926 -1.860  -0.053
C -8.524 -4.456 -1.984  -0.100
N -8.696 -5.175 -0.618  -0.004
C -9.640 -6.090 -0.295  -0.028
C -9.397 -6.571 0.957  0.005
N -8.219 -6.008 1.355  -0.112
C -7.829 -5.195 0.395  -0.033
C -7.569 -6.088 2.618  0.018
H -8.058 -2.519 -2.836  0.072
H -7.353 -2.818 -1.171  0.080
H -9.116 -2.391 -1.477  0.083
H -7.737 -4.983 -2.515  0.119
H -9.439 -4.544 -2.609  0.128
H -10.491 -6.223 -0.946  0.139
H -9.857 -7.254 1.701  0.156
H -6.861 -4.693 0.556  0.139
H -8.229 -6.438 3.387  0.099
H -7.292 -5.083 2.948  0.110
H -6.686 -6.703 2.400  0.124
C 2.482 0.590 -2.357  -0.088
C 2.198 0.007 -1.044  -0.156
N 0.793 -0.590 -1.081  -0.012
C 0.285 -1.620 -0.321  0.012
C -1.041 -1.599 -0.513  -0.051
N -1.356 -0.576 -1.295  -0.070
C -0.225 0.034 -1.694  -0.030
C -2.665 -0.235 -1.833  0.010
H 1.990 1.541 -2.470  0.078
H 2.212 -0.179 -3.105  0.102
H 3.567 0.646 -2.417  0.091
H 2.306 0.788 -0.245  0.140
H 2.822 -0.845 -0.814  0.110
H 0.928 -2.242 0.292  0.114
H -1.776 -2.283 -0.080  0.077
H -0.206 0.830 -2.470  0.134
H -3.058 -1.018 -2.546  0.116
H -2.535 0.710 -2.304  0.065
H -3.362 -0.207 -0.949  0.097
C 0.152 -7.219 5.816  -0.065
C 1.624 -7.486 5.887  -0.139
N 2.169 -7.914 7.250  -0.042
C 1.458 -8.613 8.152  -0.001
C 2.395 -9.048 9.077  0.020
N 3.639 -8.599 8.643  -0.096
C 3.438 -7.810 7.580  -0.014
C 4.856 -8.856 9.350  0.007
H -0.524 -7.975 6.217  0.072
H 0.030 -7.017 4.740  0.087
H -0.113 -6.405 6.518  0.098
H 2.133 -6.630 5.551  0.095
H 1.936 -8.293 5.245  0.130
H 0.377 -8.672 8.133  0.137
H 2.183 -9.529 10.034  0.144
H 4.209 -7.271 6.992  0.193
H 5.534 -9.443 8.759  0.098
H 4.648 -9.412 10.292  0.122
H 5.352 -7.902 9.529  0.108
C 1.317 -4.467 -3.194  0.001
N 2.276 -5.559 -3.524  -0.365
C 1.425 -6.774 -3.612  0.010
C 3.037 -5.383 -4.790  0.009
C 3.254 -5.727 -2.358  -0.062
C 4.079 -4.448 -1.924  -0.257
O 3.336 -3.550 -1.228  -0.091
H 0.572 -4.404 -3.980  0.092
H 1.894 -3.541 -3.209  0.093
H 0.956 -4.663 -2.168  0.122
H 0.598 -6.675 -4.301  0.117
H 1.083 -6.926 -2.618  0.096
H 2.017 -7.632 -3.906  0.114
H 3.566 -4.449 -4.947  0.102
H 2.218 -5.416 -5.538  0.120
H 3.811 -6.173 -4.909  0.121
H 3.905 -6.556 -2.682  0.139
H 2.661 -6.085 -1.501  0.097
H 4.574 -3.893 -2.758  0.131
H 4.974 -4.784 -1.392  0.127
H 3.098 -3.947 -0.314  0.100
C 1.866 0.071 -12.703  0.029
N 0.688 0.886 -13.266  -0.380
C 1.194 2.220 -13.658  0.000
C 0.183 0.099 -14.436  0.013
C -0.340 1.038 -12.157  -0.097
C 0.167 1.442 -10.758  -0.219
O 0.552 2.785 -10.854  -0.081
H 2.498 -0.314 -13.557  0.134
H 1.376 -0.727 -12.113  0.119
H 2.437 0.816 -12.129  0.111
H 1.985 2.049 -14.374  0.111
H 1.594 2.768 -12.810  0.097
H 0.329 2.787 -14.057  0.132
H 0.051 -0.898 -14.153  0.089
H 0.821 0.310 -15.289  0.114
H -0.813 0.505 -14.749  0.132
H -0.788 0.014 -12.061  0.154
H -1.019 1.804 -12.507  0.136
H 0.960 0.829 -10.376  0.114
H -0.773 1.419 -10.150  0.152
H -0.178 3.388 -10.552  0.139
N -3.334 -3.639 -0.613  -0.295
S -4.170 -3.088 0.547  0.402
O -5.099 -3.918 1.237  -0.310
O -4.721 -1.895 0.032  -0.292
F -3.173 -2.680 1.698  -0.164
S -2.213 -4.868 -0.386  0.545
O -1.132 -4.574 0.544  -0.286
O -1.913 -5.392 -1.656  -0.261
F -3.128 -5.951 0.298  -0.165
N -0.056 -0.245 -5.873  -0.307
S -0.434 -1.665 -5.238  0.508
O -1.297 -1.614 -4.066  -0.300
O 0.753 -2.500 -5.226  -0.328
F -1.293 -2.354 -6.328  -0.154
S -0.727 1.209 -5.509  0.518
O -1.193 1.485 -4.132  -0.330
O -1.521 1.656 -6.577  -0.269
F 0.621 1.914 -5.656  -0.157
N 2.090 -4.600 1.471  -0.307
S 2.237 -3.616 2.753  0.512
O 3.202 -2.605 2.382  -0.292
O 2.251 -4.267 3.992  -0.265
F 0.824 -2.872 2.703  -0.186
S 2.064 -6.182 1.581  0.453
O 1.734 -6.738 0.344  -0.279
O 1.606 -6.846 2.736  -0.255
F 3.616 -6.505 1.491  -0.189

Atoms 1-2, force components in eV/Å:
-0.59 -1.35 0.55
-0.41 0.43 -0.12

Density functional theory data (ωB97M-V/def2-TZVPD) for one molecule with the formula C2H2O2S at a distorted geometry.

Properties
2S+1   1
Highest occupied orbital energy   -10.65 eV
SMILES   O=CC(=O)S
Total charge   0
Lowest unoccupied orbital energy   -1.46 eV
HOMO-LUMO gap   0.3375 hartree

Each line ends with the Löwdin charge.
CARTESIAN COORDINATES (ANGSTROEM)
O 1.173 -1.149 0.019  0.059
C 0.883 0.039 -0.103  -0.294
C -0.337 0.591 -0.231  -0.787
O -0.370 1.773 0.028  0.060
S -1.695 -0.510 0.025  0.933
H 1.514 0.885 0.497  0.191
H -1.169 -1.630 -0.236  -0.163

Atoms 1-2, force components in eV/Å:
-0.43 1.91 -1.14
8.25 -3.37 3.91

Density functional theory data (ωB97M-V/def2-TZVPD) for a 2-piece molecular cluster, C6H10N2O2 overall at a distorted geometry.

Properties
2S+1   1
Highest occupied orbital energy   -9.52 eV
SMILES   N#C[C@@]1(O)[C@@H]2CC[C@@]21N.O
Total charge   0
Lowest unoccupied orbital energy   0.51 eV
HOMO-LUMO gap   0.3685 hartree

Each line ends with the Löwdin charge.
CARTESIAN COORDINATES (ANGSTROEM)
N -1.321 0.515 2.539  0.155
C -0.725 -0.016 1.657  -0.097
C -0.391 -0.412 0.282  -0.398
O -0.167 -1.780 0.161  0.043
C -1.030 0.416 -0.806  -0.086
C -0.686 -0.191 -2.165  -0.109
C 0.824 -0.020 -1.851  -0.079
C 0.458 0.577 -0.487  -0.384
N 1.110 1.635 0.190  0.113
H -1.005 -2.241 0.040  0.120
H -1.867 1.076 -0.575  0.151
H -1.019 0.445 -2.993  0.113
H -1.038 -1.217 -2.337  0.109
H 1.290 0.745 -2.484  0.115
H 1.454 -0.919 -1.850  0.114
H 2.028 1.351 0.522  0.098
H 1.233 2.437 -0.421  0.089
O 0.622 -0.718 3.565  -0.207
H 0.521 -1.598 3.170  0.015
H -0.290 -0.085 3.842  0.128

Atoms 1-2, force components in eV/Å:
1.72 -1.83 -3.33
-3.59 3.23 1.64